Entry 1:
An isolated molecule of C12H18N2O7. Source: OMol25; level of theory: ωB97M-V with the def2-TZVPD basis set.

Calculated values
Lowest unoccupied orbital energy in eV: 0.5
Gap between HOMO and LUMO in Ha: 0.3795
Charge: 0

Structure (XYZ):
```
39
Properties=species:S:1:pos:R:3:lowdin_charge:R:1
O 1.606 0.033 -1.583 0.094
O -1.893 -3.220 0.387 0.081
O 0.185 2.171 -3.596 -0.059
O -0.252 0.532 1.172 -0.045
O 1.022 2.490 -0.897 -0.027
O -2.418 1.302 -0.725 -0.016
O 0.757 -3.946 -0.300 0.013
C 0.880 -0.574 -0.818 -0.319
C -1.045 -2.330 0.238 -0.351
C 1.497 -3.732 2.448 0.109
C 0.881 -2.645 1.806 -0.165
N -1.394 -1.028 0.098 0.195
N 1.326 -1.815 -0.441 0.194
C 0.750 -0.024 1.998 -0.171
C 0.529 -1.416 2.654 -0.102
C -0.950 3.576 -0.277 -0.011
C -0.504 3.040 -2.670 -0.171
C -0.413 -0.020 -0.167 -0.257
C -0.395 2.493 -1.225 -0.436
C -1.070 1.060 -1.149 -0.145
C 0.456 -2.680 0.338 -0.370
H 1.098 2.026 -3.266 0.092
H 1.407 1.652 -1.224 0.034
H -2.421 1.938 0.003 0.083
H 0.222 -4.627 0.173 0.122
H 1.737 -3.642 3.496 0.058
H 1.767 -4.640 1.900 0.064
H -2.367 -0.840 -0.090 0.163
H 1.959 -2.310 -1.056 0.172
H 0.848 0.701 2.810 0.132
H 1.709 -0.044 1.486 0.126
H -0.536 -1.429 2.923 0.133
H 1.065 -1.408 3.567 0.100
H -0.400 4.483 -0.376 0.084
H -0.872 3.196 0.750 0.096
H -2.001 3.788 -0.541 0.098
H -0.159 4.065 -2.709 0.120
H -1.527 3.173 -2.983 0.126
H -1.086 0.650 -2.153 0.157
```

Entry 2:
An isolated molecule of C4H6N2O. Source: OMol25; level of theory: ωB97M-V with the def2-TZVPD basis set.

Calculated values
ΔE to the lowest compared entry with this formula, charge and spin in kcal/mol: 70.7
Lowest unoccupied orbital energy in eV: 0.8
Gap between HOMO and LUMO in Ha: 0.3594
Charge: 0

Structure (XYZ):
```
13
Properties=species:S:1:pos:R:3:lowdin_charge:R:1
C 0.429 0.517 -1.660 -0.062
C 0.314 -1.477 -0.726 0.026
C -0.676 -0.401 -1.026 -0.391
N -1.183 0.145 0.227 0.141
C -0.431 -0.392 1.092 -0.479
N -0.411 -0.292 2.442 0.171
O 0.515 -1.306 0.585 -0.003
H 0.625 0.195 -2.683 0.081
H 0.070 1.543 -1.621 0.084
H 1.373 0.458 -1.103 0.080
H -1.456 -0.584 -1.766 0.136
H 0.475 -0.445 2.895 0.108
H -1.026 0.395 2.847 0.110
```

Entry 3:
A structure of composition C22H38Br10F9FeO6. Source: OMol25; level of theory: ωB97M-V with the def2-TZVPD basis set.

Calculated values
Spin multiplicity: 5
ΔE to the lowest compared entry with this formula, charge and spin in kcal/mol: 0.0
Lowest unoccupied orbital energy (spin up / spin down) in eV: 1.9 / 1.9
Gap between HOMO and LUMO (spin up / spin down) in Ha: 0.2726 / 0.2638
Expectation value of S²: 6.01
Charge: -1

Structure (XYZ):
```
86
Properties=species:S:1:pos:R:3:lowdin_charge:R:1
Fe -1.647 2.821 -0.856 1.018
C -1.061 1.422 1.372 -0.417
O -0.924 0.904 0.031 -0.127
O -1.858 2.496 1.179 -0.197
C -1.686 0.351 2.287 -0.520
F -0.797 -0.645 2.528 0.070
F -2.101 0.823 3.475 0.133
F -2.765 -0.221 1.706 0.105
C -0.002 -0.152 -0.165 -0.278
C 0.391 -0.272 -1.617 -0.174
H -0.476 -0.462 -2.253 -0.022
H 0.894 0.632 -1.969 0.087
H 1.070 -1.114 -1.725 -0.010
H -0.388 -1.128 0.146 0.097
H 0.946 0.020 0.369 0.046
H -0.061 1.691 1.740 0.142
C 1.457 3.928 -1.337 -0.455
O 2.021 3.255 -2.478 -0.081
O 0.136 3.912 -1.503 -0.194
C 2.002 3.316 -0.003 -0.515
F 1.993 1.957 -0.012 0.105
F 3.272 3.698 0.241 0.110
F 1.264 3.641 1.077 0.133
C 3.418 3.434 -2.678 -0.268
C 3.818 2.329 -3.663 -0.088
H 4.906 2.229 -3.733 0.066
H 3.459 1.376 -3.284 0.033
H 3.394 2.575 -4.636 0.077
H 4.009 3.245 -1.779 0.103
H 3.650 4.401 -3.130 0.116
H 1.776 4.983 -1.383 0.149
C -2.895 1.900 -3.143 -0.419
O -3.279 1.810 -1.739 -0.198
O -1.670 2.423 -3.000 -0.173
C -3.052 0.512 -3.846 -0.512
F -4.354 0.309 -4.132 0.126
F -2.332 0.438 -4.994 0.133
F -2.576 -0.479 -3.054 0.093
C -4.588 1.364 -1.388 -0.246
C -4.902 1.694 0.048 -0.086
H -4.698 2.739 0.302 0.082
H -5.936 1.471 0.307 0.065
H -4.230 1.162 0.724 0.042
H -4.666 0.281 -1.506 0.119
H -5.363 1.861 -1.981 0.122
H -3.645 2.610 -3.535 0.154
Br 6.156 -2.161 -6.049 0.580
C 5.514 -1.111 -4.485 -0.663
C 4.744 -2.049 -3.601 -0.650
Br 4.386 -1.181 -1.857 0.696
H 4.955 -0.296 -4.932 0.044
H 6.358 -0.692 -3.947 0.053
H 5.415 -2.843 -3.287 0.038
H 3.783 -2.461 -3.882 0.055
Br 2.077 -2.194 6.244 0.643
C 0.359 -1.666 6.895 -0.757
C -0.548 -1.094 5.823 -0.684
Br -2.386 -0.971 6.494 0.649
H 0.426 -0.954 7.717 0.057
H -0.194 -2.509 7.314 0.042
H -0.507 -1.692 4.915 0.047
H -0.232 -0.090 5.546 0.060
Br -5.946 -1.065 2.570 0.645
C -4.398 -2.075 3.261 -0.679
C -4.957 -3.425 3.679 -0.664
Br -3.505 -4.542 4.492 0.531
H -3.927 -1.518 4.061 0.000
H -3.750 -2.276 2.415 -0.008
H -5.240 -3.993 2.796 0.042
H -5.819 -3.430 4.338 0.046
Br -0.217 -2.584 -3.056 0.779
C -1.556 -2.745 -1.612 -0.609
C -1.160 -3.983 -0.871 -0.715
Br -2.147 -4.139 0.794 0.662
H -2.605 -2.774 -1.903 0.077
H -1.438 -1.806 -1.075 0.020
H -0.113 -3.995 -0.584 0.045
H -1.345 -4.863 -1.483 0.053
Br 2.384 -0.734 2.527 0.674
C 4.028 -0.568 1.463 -0.700
C 5.079 0.146 2.277 -0.659
Br 5.613 -0.933 3.846 0.565
H 3.675 -0.056 0.574 -0.010
H 4.400 -1.571 1.275 0.035
H 4.755 1.111 2.652 0.055
H 5.960 0.245 1.645 0.059
```

Entry 4:
A cluster of 5 separate species, C9H27NO5 in total. Source: OMol25; level of theory: ωB97M-V with the def2-TZVPD basis set.

Calculated values
ΔE to the lowest compared entry with this formula, charge and spin in kcal/mol: 21.9
Lowest unoccupied orbital energy in eV: -0.1
Gap between HOMO and LUMO in Ha: 0.3013
Charge: 0

Structure (XYZ):
```
42
Properties=species:S:1:pos:R:3:lowdin_charge:R:1
O 0.533 3.479 -1.021 -0.038
H -0.319 3.873 -0.795 0.061
H 1.173 4.176 -0.842 0.043
O 2.728 1.442 -1.004 -0.056
H 3.353 2.117 -1.301 0.025
H 1.918 1.920 -0.747 0.005
O 3.153 -0.888 -2.689 -0.081
H 2.636 -0.285 -2.128 -0.003
H 4.065 -0.625 -2.539 0.024
O 4.274 4.196 -2.127 -0.043
H 3.406 4.465 -1.816 0.018
H 4.656 4.989 -2.520 0.046
C 0.475 0.207 2.519 -0.041
C -0.124 -0.826 1.502 -0.494
C -0.969 -1.794 2.360 -0.143
C -1.962 -2.526 1.475 -0.195
C -2.839 -1.571 0.635 -0.128
C -1.917 -0.735 -0.312 -0.507
N -0.982 -0.079 0.600 -0.087
O -0.194 0.851 -0.166 -0.033
C -1.376 -1.651 -1.393 -0.040
C -2.854 0.320 -0.932 -0.033
C 1.112 -1.531 0.844 0.001
H 1.215 0.840 2.025 0.067
H -0.307 0.906 2.837 0.085
H 0.914 -0.333 3.352 0.087
H -0.325 -2.567 2.780 0.114
H -1.442 -1.189 3.134 0.116
H -1.405 -3.282 0.917 0.106
H -2.645 -3.137 2.081 0.110
H -3.557 -1.065 1.276 0.119
H -3.393 -2.326 0.064 0.117
H -0.963 -2.618 -1.113 0.076
H -0.595 -1.052 -1.883 0.091
H -2.075 -1.888 -2.198 0.089
H -2.645 0.437 -2.001 0.078
H -2.910 1.286 -0.440 0.079
H -3.874 -0.075 -0.963 0.078
H 0.869 -1.685 -0.206 0.062
H 1.994 -0.895 0.855 0.071
H 1.310 -2.442 1.402 0.079
H -0.109 1.564 0.478 0.074
```

Calculated total energy, record by record: -30047.514 -9270.435 -794987.377 -21496.884 eV